Arrangement w

Density functional theory data (the ωB97M-V functional and the def2-TZVPD basis) for C3H9N3 in the gas phase.

```
15
Properties=species:S:1:pos:R:3:nbo_charge:R:1
C 0.712 -0.752 -0.079 0.059
C 0.679 -0.864 -1.556 -0.680
N -0.958 0.661 0.378 -0.520
N -2.039 0.583 1.283 -0.648
C 0.489 0.400 0.797 -0.005
N 1.545 1.163 0.332 -0.607
H -1.069 1.263 -0.434 0.363
H 0.854 -1.707 0.424 0.182
H -2.493 -0.323 1.220 0.337
H -1.699 0.694 2.236 0.340
H 1.405 1.466 -0.632 0.317
H 0.518 0.166 1.864 0.187
H -0.117 -1.546 -1.869 0.234
H 1.620 -1.301 -1.912 0.233
H 0.554 0.099 -2.051 0.210
```

Output
lowest unoccupied orbital energy (alpha / beta) = 0.214 / 0.619 eV
frontier orbital gap (alpha / beta) = 7.5 / 8.5 eV


Arrangement x

Density functional theory data (the ωB97M-V functional and the def2-TZVPD basis) for 2 unconnected molecules or ions with the total composition C3H9N3.

```
15
Properties=species:S:1:pos:R:3:nbo_charge:R:1
C -0.660 -1.517 1.401 -0.601
C -0.084 -0.688 0.264 -0.607
C -0.553 2.790 -0.781 -0.108
N 1.914 2.251 -1.432 -0.331
N 1.162 2.714 -2.582 -0.287
N 0.511 2.610 -1.385 -0.103
H -1.631 -1.129 1.702 0.205
H 0.001 -1.489 2.265 0.202
H -0.781 -2.554 1.097 0.203
H 0.889 -1.079 -0.036 0.194
H -0.746 -0.707 -0.600 0.205
H 0.046 0.346 0.578 0.196
H -0.482 2.574 0.287 0.153
H 2.035 1.235 -1.393 0.336
H 0.900 2.002 -3.271 0.342
```

Output
lowest unoccupied orbital energy = 0.648 eV
frontier orbital gap = 9.2 eV


It is arrangement x that is the least stable of them.


Arrangement w

Density functional theory data (the ωB97M-V functional and the def2-TZVPD basis) for a molecular structure, C3H9N3.

```
15
Properties=species:S:1:pos:R:3:nbo_charge:R:1
C 1.344 -0.377 -0.912 -0.489
C 0.999 -0.681 0.521 -0.439
N -0.979 -0.224 1.601 -0.290
N -1.979 -0.343 0.802 -0.466
C 0.474 0.790 -0.633 0.088
N -0.783 0.892 -1.140 -0.824
H -0.778 0.778 1.707 0.316
H -1.489 0.224 -0.638 0.390
H -2.182 -1.346 0.709 0.312
H -1.162 1.826 -1.006 0.370
H 0.906 -1.068 -1.627 0.218
H 2.387 -0.158 -1.145 0.204
H 0.615 -1.670 0.709 0.214
H 1.687 -0.323 1.275 0.202
H 0.940 1.682 -0.222 0.194
```

Output
lowest unoccupied orbital energy = 0.865 eV
frontier orbital gap = 8.5 eV


Arrangement x

Density functional theory data (the ωB97M-V functional and the def2-TZVPD basis) for 2 unconnected molecules or ions with the total composition C3H9N3.

```
15
Properties=species:S:1:pos:R:3:nbo_charge:R:1
C 1.914 0.367 -1.075 -0.511
C 0.709 0.182 -1.618 0.019
N 0.273 0.724 -2.830 -0.851
H 2.280 -0.467 -0.493 0.215
H 2.539 1.224 -1.284 0.188
H 0.107 -0.639 -1.239 0.178
H -0.089 0.173 -3.584 0.391
H 0.804 1.537 -3.087 0.370
N -1.747 -0.968 1.248 -0.830
C -1.104 -0.121 2.121 0.251
N 0.147 -0.141 2.325 -0.662
H -1.186 -1.673 0.791 0.381
H -2.641 -1.354 1.505 0.382
H -1.644 0.827 2.207 0.145
H 0.322 0.723 2.831 0.335
```

Output
lowest unoccupied orbital energy = 1.109 eV
frontier orbital gap = 9.0 eV


It is arrangement w that is the least stable of them.